This record from OMol25 describes a structure of composition C35H25AuGeNO6S. The level of theory is the ωB97M-V functional and the def2-TZVPD basis.

Values from the calculation:
Kohn-Sham gap (alpha / beta) (eV): 5.913 / 5.149
Total charge: 0
2S+1: 4

Positions of all 70 atoms, in Å:
Au1 -1.33207 0.87504 0.31037
O1 1.96817 6.02219 -0.13675
C1 1.20615 4.91696 -0.03082
C2 -0.17783 4.94484 -0.19102
C3 -0.87118 3.76259 -0.06529
N1 -0.23647 2.62886 0.21420
C4 1.08944 2.57768 0.36072
C5 1.85549 3.71242 0.24290
C6 1.67002 1.19357 0.63614
O2 2.87203 1.03832 0.58588
O3 0.78553 0.28749 0.91163
C7 -2.38367 3.64565 -0.24382
O4 -3.01475 4.66190 -0.45904
O5 -2.85210 2.44851 -0.14877
H1 1.41558 6.78692 -0.33492
H2 -0.73090 5.84876 -0.41300
H3 2.92840 3.65441 0.35366
C8 -5.36753 -9.61401 1.87149
C9 -5.21507 -8.12054 1.91862
O6 -5.21221 -7.46052 2.91290
S1 -5.05893 -7.44482 0.23202
C10 -4.44021 -5.80991 0.38041
C11 -4.58150 -4.97408 1.49743
C12 -4.02173 -3.72062 1.47399
C13 -3.32975 -3.25342 0.33215
C14 -3.22513 -4.09844 -0.80072
C15 -3.77484 -5.35023 -0.77227
C16 -2.75197 -1.99652 0.32499
C17 -2.23449 -0.87044 0.31344
H4 -5.54696 -9.98470 2.87689
H5 -4.46667 -10.06195 1.45279
H6 -6.20097 -9.88049 1.21898
H7 -5.12262 -5.31203 2.36362
H8 -4.10482 -3.06600 2.33077
H9 -2.68414 -3.74886 -1.66947
H10 -3.67624 -6.00502 -1.62850
C18 5.95878 -2.98926 0.99028
C19 5.65262 -2.54906 -0.29090
C20 4.33332 -2.31527 -0.64575
C21 3.29706 -2.52898 0.26452
C22 3.62009 -2.96385 1.54836
C23 4.94072 -3.19472 1.90963
Ge1 1.45549 -2.16458 -0.25739
C24 0.30436 -2.97287 1.13500
C25 -0.09884 -4.30139 0.98757
C26 -0.85135 -4.93786 1.96586
C27 -1.22152 -4.25360 3.11899
C28 -0.83018 -2.93412 3.28355
C29 -0.07461 -2.30039 2.30208
C30 1.06058 -3.22108 -1.87989
C31 1.84734 -4.30377 -2.27404
C32 1.52501 -5.04829 -3.40224
C33 0.41317 -4.71680 -4.16337
C34 -0.37388 -3.63335 -3.79401
C35 -0.04670 -2.89417 -2.66561
H11 6.98919 -3.16631 1.27154
H12 6.44447 -2.37929 -1.00966
H13 4.10844 -1.95925 -1.64553
H14 2.83434 -3.13081 2.27685
H15 5.17480 -3.53411 2.91100
H16 0.18152 -4.85373 0.09697
H17 -1.14472 -5.97279 1.83189
H18 -1.80404 -4.75121 3.88474
H19 -1.10715 -2.39352 4.18042
H20 0.23273 -1.27269 2.44424
H21 2.72100 -4.57384 -1.69083
H22 2.14670 -5.88731 -3.68975
H23 0.16784 -5.29207 -5.04716
H24 -1.23312 -3.35790 -4.39394
H25 -0.66235 -2.04150 -2.39321

Atoms 1-3, force components in eV/Å:
0.10 -0.07 -0.04
-0.01 -0.01 0.00
0.02 0.01 0.01

---

This record from OMol25 describes a structure of composition C10H30N6O4Rb at a distorted geometry. The level of theory is the ωB97M-V functional and the def2-TZVPD basis.

Values from the calculation:
Energy relative to the best compared isomer or geometry (same formula, charge and spin) (eV): 0.000
Kohn-Sham gap (eV): 9.447
Total charge: +1

Positions of all 51 atoms, in Å:
Rb1 -1.47923 -1.47097 -1.19601
C1 2.09259 -2.70700 -2.54902
O1 0.96972 -2.34669 -2.13494
N1 2.68131 -2.13553 -3.63266
N2 2.83677 -3.54629 -1.78582
H1 3.58131 -2.47904 -3.90711
H2 2.17102 -1.40638 -4.08993
H3 2.31876 -3.99635 -1.05428
H4 3.74468 -3.84467 -2.09752
C2 0.34729 -3.51978 1.51945
O2 -0.28628 -2.50906 1.14618
N3 1.69442 -3.48234 1.67580
N4 -0.28333 -4.65913 1.89560
H5 2.16029 -4.37419 1.71231
H6 2.17158 -2.61107 1.49110
H7 0.22601 -5.49143 2.13113
H8 -1.28039 -4.72763 1.95017
C3 1.65436 0.80322 1.72566
C4 1.68427 0.11479 0.35480
C5 1.79326 1.11027 -0.79280
O3 0.57465 1.76656 -1.05935
C6 0.68784 2.81172 -1.98608
N5 2.85492 -0.78036 0.33150
H9 2.51201 1.46484 1.91054
H10 1.83048 0.07832 2.52020
H11 0.78580 1.46429 1.77088
H12 0.74767 -0.43283 0.24534
H13 2.15367 0.55306 -1.67166
H14 2.56865 1.86305 -0.59682
H15 1.54374 3.45269 -1.74585
H16 -0.19040 3.45853 -1.95644
H17 0.77570 2.46671 -3.02282
H18 3.61939 -0.32806 -0.17096
H19 2.62075 -1.52033 -0.33932
C7 -4.34326 0.47615 0.56518
C8 -3.25801 1.54161 0.41060
C9 -3.17268 2.47996 1.62427
O4 -2.16751 3.46189 1.61735
C10 -2.39371 4.50380 0.68496
N6 -1.96590 0.77653 0.34654
H20 -4.11086 -0.15540 1.42200
H21 -4.39693 -0.13458 -0.33914
H22 -5.36245 0.86511 0.63559
H23 -3.35649 2.09260 -0.52569
H24 -2.88240 1.85912 2.47567
H25 -4.15548 2.88568 1.89393
H26 -1.48683 5.08863 0.55458
H27 -3.23624 5.15720 0.91948
H28 -2.59495 4.04094 -0.29074
H29 -1.28064 1.49864 0.11203
H30 -1.71896 0.52323 1.30209

Atoms 1-3, force components in eV/Å:
0.18 -0.39 -0.16
-0.93 1.41 0.95
0.69 -0.41 -0.77

---

This record from OMol25 describes the molecule C24H26FN3O4S at a distorted geometry. The level of theory is the ωB97M-V functional and the def2-TZVPD basis.

Values from the calculation:
Energy relative to the best compared isomer or geometry (same formula, charge and spin) (eV): 1.244
Kohn-Sham gap (eV): 8.783
Total charge: 0
Structure (SMILES): Cc1oc(-c2ccccc2F)nc1CS(=O)(=O)CC(=O)N1CCN(Cc2ccccc2)CC1

Positions of all 59 atoms, in Å:
C1 0.02112 -4.47789 -2.39710
C2 -0.31728 -3.40340 -1.43566
C3 -0.14709 -2.04111 -1.47239
N1 -0.61993 -1.51088 -0.30735
C4 -1.06336 -2.52827 0.38139
C5 -1.65759 -2.45633 1.69701
C6 -2.28003 -3.54652 2.30662
C7 -2.84101 -3.45080 3.56612
C8 -2.78717 -2.24575 4.24435
C9 -2.17355 -1.14740 3.66010
C10 -1.61447 -1.25255 2.40326
H1 -1.12421 -0.41583 1.93449
H2 -2.13063 -0.20793 4.18951
H3 -3.22372 -2.16641 5.22794
H4 -3.31271 -4.31974 3.99733
F1 -2.35738 -4.72650 1.66419
O1 -0.90895 -3.70004 -0.26212
C11 0.54260 -1.22109 -2.48178
H5 0.36098 -1.54293 -3.50171
H6 0.32459 -0.16768 -2.34838
S1 2.33497 -1.49061 -2.17969
O2 2.58441 -1.50641 -0.76361
O3 2.72056 -2.66884 -2.90947
C12 3.22852 -0.05485 -2.90438
C13 2.33954 1.16733 -2.92156
O4 1.78149 1.49356 -3.95777
N2 2.18282 1.85339 -1.77556
C14 2.65614 1.50875 -0.45435
H7 3.26461 2.34120 -0.08227
C15 1.46574 1.30050 0.48748
N3 0.64495 2.49822 0.51250
C16 0.14078 2.77652 -0.81835
C17 1.31730 3.01755 -1.75868
H8 1.89367 3.87642 -1.40135
H9 0.97384 3.20283 -2.77690
H10 -0.47551 1.94108 -1.19957
H11 -0.48137 3.67304 -0.77710
C18 -0.42936 2.42199 1.48636
C19 -1.05209 3.77366 1.71285
C20 -0.24159 4.89428 1.84952
C21 -0.79872 6.14074 2.06655
C22 -2.17403 6.28119 2.15671
C23 -2.98735 5.16943 2.02504
C24 -2.42883 3.92249 1.80069
H12 -3.06838 3.05732 1.69372
H13 -4.06049 5.27286 2.09285
H14 -2.61000 7.25432 2.32795
H15 -0.16029 7.00624 2.16840
H16 0.82828 4.77406 1.77448
H17 0.00356 2.07156 2.42983
H18 -1.20725 1.70097 1.17921
H19 0.89876 0.41030 0.16743
H20 1.84906 1.11514 1.49304
H21 3.24422 0.59522 -0.46355
H22 3.44700 -0.34141 -3.92956
H23 4.14487 0.06485 -2.33554
H24 -0.07793 -5.44277 -1.90787
H25 -0.64755 -4.44840 -3.25764
H26 1.04314 -4.34350 -2.74769

Atoms 1-3, force components in eV/Å:
-0.07 -0.03 0.13
0.37 1.07 -0.70
-0.24 -1.35 0.10

---

This record from OMol25 describes the ion C4H9N2O2 with charge -1 at a distorted geometry. The level of theory is the ωB97M-V functional and the def2-TZVPD basis.

Values from the calculation:
Energy relative to the best compared isomer or geometry (same formula, charge and spin) (eV): 0.568
Kohn-Sham gap (eV): 7.898
Total charge: -1
Structure (SMILES): NCC[C@H](N)C(=O)[O-]

Positions of all 17 atoms, in Å:
O1 2.85975 -0.03092 -1.20008
C1 1.68665 -0.28829 -1.50784
O2 1.27336 -1.03363 -2.43163
C2 0.49839 0.36181 -0.67702
C3 0.01421 -0.70017 0.30660
C4 -1.10622 -0.20550 1.21693
N1 -0.64790 0.60735 2.37709
N2 -0.63330 0.65652 -1.58905
H1 0.65964 1.32618 -0.16914
H2 0.74173 -1.16643 1.00808
H3 -0.40481 -1.57138 -0.21859
H4 -1.83541 0.44589 0.73922
H5 -1.61435 -1.13055 1.58172
H6 -0.17529 1.43214 2.02985
H7 -0.00336 0.07098 2.94429
H8 -0.82151 -0.17001 -2.14346
H9 -0.49159 1.39601 -2.26698

Atoms 1-3, force components in eV/Å:
0.25 0.22 0.46
-0.32 0.29 -0.31
0.02 -0.01 0.24

---

Looking at E_tot for the records above, in order, we have -121514.7050; -28639.9210; -51523.1666; -11370.5972 eV.